C5H10ClNO2 | ωB97M-V with the def2-TZVPD basis set

Structure (XYZ):
```
19
Properties=species:S:1:pos:R:3
C 0.734 0.191 -0.588
C 0.996 -1.342 -0.313
C 0.009 0.958 0.521
C -1.422 0.399 0.867
C -0.732 -2.774 -1.024
N 0.418 -2.096 -1.324
O -0.172 2.315 0.112
O -1.995 1.320 1.739
Cl -1.653 -3.268 -2.334
H 1.698 0.693 -0.659
H 0.221 0.192 -1.664
H 2.104 -1.631 -0.290
H 0.462 -1.766 0.630
H 0.607 0.935 1.441
H -2.042 0.208 -0.130
H -1.405 -0.600 1.381
H 0.729 -1.995 -2.244
H -0.942 2.774 0.539
H -1.389 1.349 2.502
```

## Properties
**Energy**: -23451.563 eV
**ΔE to the lowest compared entry with this formula, charge and spin**: 326.5 kJ/mol